Below is C28H46BrNOOsP2 as an isolated structure, with properties calculated with ωB97M-V/def2-TZVPD.

Its multiplicity is 5. As for the energy relative to the best compared isomer or geometry (same formula, charge and spin): 64.5 kcal/mol. The calculation puts the calculated total energy at -4570.16982 hartree. As for the net charge: +4.

Last column: Löwdin charge in e.
CARTESIAN COORDINATES (ANGSTROEM)
N 6.2842 1.6972 -8.0781  0.144
C 6.2794 0.4801 -7.5148  -0.055
C 5.5483 0.1871 -6.3593  0.039
C 4.7333 1.1703 -5.7644  -0.174
C 4.7285 2.4406 -6.3799  0.027
C 5.5348 2.6589 -7.5060  -0.059
C 3.8929 0.8068 -4.6239  0.088
Os 1.1969 0.6100 -0.9087  1.435
P -5.4388 0.4130 0.0633  1.194
C 2.7627 1.4814 -4.2928  0.020
C 1.6613 0.8731 -3.5870  -0.226
C 0.4020 1.5114 -3.6173  0.001
C -0.7000 1.0121 -2.9567  -0.043
C -0.4819 0.0409 -1.9434  -0.835
C 0.6760 -0.8348 -2.1134  -0.330
C 1.7530 -0.3545 -2.8976  -0.086
Br -1.9414 -0.6015 -0.9016  1.005
H 4.1360 -0.1302 -4.1488  0.128
H 2.5853 2.4871 -4.6663  0.132
H 5.6036 -0.8112 -5.9534  0.127
H 4.1365 3.2823 -6.0315  0.119
H 6.8759 -0.2954 -8.0246  0.145
H 5.5897 3.6523 -8.0027  0.146
H 0.3670 2.4231 -4.1955  0.146
H 2.6510 -0.9498 -3.0865  0.146
H -1.7184 1.3085 -3.1752  0.142
H 0.5538 -1.8895 -1.9122  0.145
P 0.4532 2.3044 0.3817  0.852
C -4.8859 -0.9788 -0.9719  -0.476
C -5.9416 -1.4833 -1.9476  -0.117
H -4.5429 -1.7891 -0.3054  0.090
H -4.0197 -0.6126 -1.5716  -0.043
H -5.5818 -2.3924 -2.4500  0.099
H -6.8610 -1.7235 -1.4033  0.090
H -6.1677 -0.7357 -2.7208  0.089
C -4.9691 1.9600 -0.8156  -0.364
C -6.0034 3.0572 -0.4814  -0.127
H -4.9706 1.7351 -1.9011  0.098
H -3.9464 2.2435 -0.4925  0.064
H -5.8573 3.9196 -1.1466  0.092
H -7.0302 2.6838 -0.6193  0.088
H -5.8990 3.4100 0.5578  0.085
C -4.5884 0.4819 1.6535  -0.383
C -5.2359 -0.4331 2.6937  -0.124
H -4.6657 1.5232 2.0043  0.102
H -3.5341 0.2425 1.4663  0.055
H -4.7410 -0.3377 3.6619  0.091
H -6.2842 -0.1646 2.8400  0.092
H -5.2056 -1.4897 2.4200  0.081
C 0.1400 2.1875 2.1980  -0.343
C 1.0149 3.1115 3.0256  -0.106
H 0.2678 1.1336 2.4851  0.065
H -0.9221 2.4249 2.3591  0.094
H 2.0690 2.8145 2.9905  0.087
H 0.9457 4.1525 2.6924  0.090
H 0.7111 3.0974 4.0800  0.110
C -0.9703 3.3974 -0.0868  -0.348
C -0.6649 4.4029 -1.1708  -0.123
H -1.3348 3.9122 0.8198  0.110
H -1.7672 2.7033 -0.3913  0.050
H 0.0357 5.1674 -0.8319  0.094
H -0.2552 3.9419 -2.0721  0.057
H -1.5833 4.9199 -1.4671  0.102
C 2.0362 3.2059 0.0790  -0.353
C 3.2275 2.2250 0.0653  -0.120
H 2.1740 4.0058 0.8127  0.102
H 1.9302 3.6953 -0.9011  0.087
H 3.9036 2.4277 -0.7691  0.101
H 3.7971 2.2802 0.9943  0.113
H 3.0206 1.1392 -0.0052  0.016
C 0.2271 -3.0551 1.4304  0.010
C 1.1610 -1.9003 1.6230  -0.427
C 1.4634 -1.6033 3.0516  0.012
O 1.6840 -1.2804 0.6745  -0.070
H 0.4996 -3.8129 2.1701  0.112
H 0.2944 -3.4774 0.4273  0.097
H -0.7915 -2.7217 1.6540  0.101
H 2.3852 -1.0226 3.1788  0.110
H 0.6160 -1.0840 3.5011  0.105
H 1.5572 -2.5531 3.5752  0.110